# 1
{
  "formula": "C17H16N2O2",
  "method": "ωB97M-V with the def2-TZVPD basis set",
  "elements": ["O", "C", "C", "O", "C", "C", "C", "C", "C", "C", "N", "C", "C", "N", "C", "C", "C", "C", "C", "C", "C", "H", "H", "H", "H", "H", "H", "H", "H", "H", "H", "H", "H", "H", "H", "H", "H"],
  "xyz": [[0.612, 0.678, -1.534], [0.064, -0.369, -1.263], [-1.244, -0.773, -1.962], [-2.326, -1.030, -1.098], [-2.906, 0.017, -0.427], [-4.022, -0.317, 0.340], [-4.686, 0.654, 1.058], [-4.249, 1.969, 1.023], [-3.142, 2.298, 0.264], [-2.463, 1.332, -0.462], [0.548, -1.267, -0.369], [-0.093, -2.517, 0.028], [0.761, -2.956, 1.237], [1.830, -1.995, 1.331], [1.689, -1.103, 0.445], [2.644, -0.008, 0.260], [2.927, 0.838, 1.326], [3.851, 1.856, 1.175], [4.507, 2.024, -0.033], [4.241, 1.169, -1.090], [3.313, 0.155, -0.948], [-1.490, 0.019, -2.680], [-1.085, -1.710, -2.507], [-4.349, -1.346, 0.351], [-5.550, 0.385, 1.648], [-4.769, 2.730, 1.585], [-2.790, 3.319, 0.232], [-1.595, 1.618, -1.034], [-1.137, -2.355, 0.295], [-0.043, -3.239, -0.792], [1.192, -3.951, 1.112], [0.198, -2.948, 2.174], [2.412, 0.696, 2.264], [4.059, 2.519, 2.002], [5.227, 2.821, -0.150], [4.757, 1.295, -2.030], [3.108, -0.511, -1.772]],
  "de_lowest_ev": 1.7378,
  "smiles": "O=C(COc1ccccc1)N1CCN=C1c1ccccc1",
  "e_tot_ev": -24963.60459,
  "homo_lumo_gap_ha": 0.346,
  "total_charge": 0
}

=====

# 2
{
  "formula": "C34H31BrN8O4S3Yb",
  "method": "ωB97M-V with the def2-TZVPD basis set",
  "elements": ["Yb", "O", "C", "C", "C", "C", "C", "C", "C", "O", "N", "N", "C", "C", "Br", "C", "C", "C", "C", "C", "C", "C", "H", "H", "H", "H", "H", "H", "H", "H", "H", "H", "H", "H", "H", "H", "S", "C", "C", "C", "C", "N", "C", "C", "C", "S", "C", "N", "H", "H", "C", "C", "C", "C", "N", "N", "C", "H", "H", "H", "H", "H", "H", "H", "H", "C", "N", "C", "C", "N", "C", "S", "H", "H", "H", "H", "H", "H", "O", "C", "O", "H"],
  "xyz": [[-0.458, -0.253, 0.931], [-0.685, -2.453, -2.888], [-0.971, -1.579, -3.847], [-0.932, -1.986, -5.229], [-1.389, -1.012, -6.122], [-1.588, 0.309, -5.784], [-1.469, 0.743, -4.462], [-1.169, -0.203, -3.470], [-0.779, 0.199, -2.096], [-0.459, -0.688, -1.251], [-0.642, 1.477, -1.806], [-0.459, 1.907, -0.444], [-0.027, 3.157, -0.344], [0.080, 3.909, 0.816], [-0.343, 2.986, 2.487], [0.391, 5.313, 0.845], [0.086, 6.320, -0.131], [-1.034, 6.135, -0.993], [-1.336, 7.126, -1.951], [-0.606, 8.335, -1.920], [0.431, 8.565, -1.041], [0.817, 7.516, -0.200], [-0.524, -1.880, -2.065], [-0.690, -2.958, -5.562], [-1.550, -1.240, -7.173], [-1.740, 1.095, -6.548], [-1.779, 1.777, -4.275], [-3.797, 1.733, -0.091], [-0.922, 2.180, -2.484], [0.406, 3.604, -1.249], [1.020, 5.628, 1.685], [-1.570, 5.174, -0.861], [-2.102, 6.949, -2.699], [-0.880, 9.116, -2.633], [1.050, 9.449, -0.977], [1.609, 7.506, 0.553], [2.389, 0.363, 1.667], [3.361, -0.352, 0.470], [4.009, 0.319, -0.573], [4.786, -0.459, -1.468], [5.594, 0.273, -2.445], [6.151, 0.822, -3.284], [4.918, -1.860, -1.301], [4.348, -2.507, -0.232], [3.518, -1.786, 0.671], [2.771, -2.438, 2.027], [5.367, -2.573, -2.463], [5.783, -3.081, -3.424], [3.921, 1.405, -0.629], [4.482, -3.580, -0.131], [0.422, -2.564, 6.700], [-0.244, -1.842, 5.516], [-1.479, -1.189, 5.618], [-1.557, -0.331, 4.517], [-0.518, -0.586, 3.689], [0.235, -1.545, 4.292], [-2.639, 0.652, 4.275], [-0.248, -3.241, 7.188], [0.672, -1.777, 7.472], [1.374, -2.985, 6.384], [-2.198, -1.341, 6.417], [1.110, -1.939, 3.887], [-3.561, 0.122, 4.160], [-2.617, 1.279, 3.369], [-2.784, 1.238, 5.203], [-0.225, -6.034, 2.162], [-0.708, -5.716, 0.817], [-0.790, -6.622, -0.281], [-1.029, -5.857, -1.399], [-1.244, -4.527, -0.959], [-0.981, -4.411, 0.377], [-1.084, -3.038, 1.302], [-0.594, -5.199, 2.868], [0.856, -6.123, 2.150], [-0.679, -6.984, 2.545], [-0.611, -7.683, -0.155], [-1.058, -6.153, -2.426], [-1.565, -3.753, -1.587], [-4.134, 0.830, -0.375], [-3.368, -0.121, 0.057], [-2.716, -0.049, 1.133], [-3.431, -1.013, -0.526]],
  "de_lowest_ev": 3.6088,
  "e_tot_ev": -189950.34655,
  "spin_multiplicity": 2,
  "homo_lumo_gap_ha": [0.158, 0.153],
  "total_charge": -1
}

=====

# 3
{
  "formula": "C29H46N11O13PW",
  "method": "ωB97M-V with the def2-TZVPD basis set",
  "elements": ["W", "C", "C", "C", "O", "C", "O", "O", "H", "H", "H", "H", "H", "H", "H", "O", "N", "O", "N", "P", "N", "C", "C", "C", "C", "C", "N", "C", "C", "C", "C", "C", "N", "C", "C", "C", "C", "C", "H", "H", "H", "H", "H", "H", "H", "H", "H", "H", "H", "H", "H", "H", "H", "H", "H", "H", "H", "H", "H", "H", "H", "H", "H", "H", "H", "H", "H", "H", "O", "N", "O", "C", "C", "C", "C", "O", "C", "C", "N", "O", "O", "N", "O", "O", "H", "H", "C", "N", "C", "C", "O", "N", "C", "N", "H", "H", "H", "H", "H", "H", "H"],
  "xyz": [[0.538, 0.861, 0.732], [1.538, -3.954, 2.414], [1.374, -2.486, 2.800], [1.851, -2.272, 4.232], [0.001, -2.101, 2.666], [2.241, -1.637, 1.844], [3.416, -1.882, 1.766], [1.638, -0.732, 1.108], [0.987, -4.584, 3.119], [2.590, -4.232, 2.447], [1.156, -4.140, 1.410], [1.325, -2.958, 4.901], [1.663, -1.250, 4.556], [2.922, -2.460, 4.299], [-0.526, -2.782, 3.100], [1.102, 3.538, -0.222], [0.005, 2.639, -0.174], [-0.398, 2.510, 1.130], [-0.894, -0.035, -0.003], [-1.510, -0.844, -1.260], [-0.475, -1.997, -1.802], [0.367, -2.758, -0.859], [1.831, -2.691, -1.271], [2.046, -3.347, -2.643], [0.761, -3.294, -3.474], [-0.014, -2.014, -3.208], [-2.927, -1.608, -0.841], [-2.938, -2.827, -0.032], [-3.137, -2.509, 1.447], [-4.430, -1.721, 1.652], [-4.456, -0.476, 0.768], [-4.156, -0.826, -0.686], [-1.942, 0.125, -2.503], [-2.809, -0.354, -3.585], [-2.290, 0.111, -4.942], [-2.104, 1.627, -4.972], [-1.235, 2.079, -3.801], [-1.822, 1.586, -2.488], [0.038, -3.805, -0.834], [0.224, -2.343, 0.139], [2.449, -3.170, -0.511], [2.127, -1.643, -1.296], [2.367, -4.385, -2.532], [2.845, -2.823, -3.170], [0.117, -4.147, -3.242], [0.986, -3.352, -4.540], [-0.874, -1.981, -3.870], [0.614, -1.140, -3.409], [-2.017, -3.377, -0.198], [-3.761, -3.457, -0.389], [-2.281, -1.921, 1.790], [-3.161, -3.438, 2.024], [-4.550, -1.447, 2.702], [-5.284, -2.357, 1.393], [-3.707, 0.245, 1.100], [-5.426, 0.022, 0.828], [-4.082, 0.081, -1.285], [-4.978, -1.426, -1.095], [-3.818, 0.054, -3.433], [-2.897, -1.439, -3.537], [-2.990, -0.210, -5.717], [-1.329, -0.368, -5.148], [-3.083, 2.115, -4.902], [-1.664, 1.933, -5.923], [-1.157, 3.167, -3.771], [-0.222, 1.678, -3.906], [-2.828, 2.013, -2.356], [-1.211, 1.901, -1.650], [6.183, 5.459, -2.052], [5.502, 4.594, -2.576], [5.680, 4.178, -3.707], [4.487, 3.954, -1.762], [3.765, 2.924, -2.280], [2.776, 2.312, -1.506], [2.364, 2.834, -0.151], [2.224, 1.770, 0.720], [3.366, 3.833, 0.352], [4.321, 4.378, -0.412], [3.247, 4.279, 1.735], [4.110, 5.025, 2.165], [2.299, 3.877, 2.392], [2.165, 1.197, -2.009], [1.252, 0.561, -1.346], [2.447, 0.746, -3.118], [3.967, 2.564, -3.278], [4.979, 5.127, 0.000], [-1.497, 2.287, 5.663], [-0.507, 1.806, 4.726], [0.928, 1.898, 4.920], [1.461, 1.162, 3.699], [2.596, 0.866, 3.492], [0.349, 0.888, 2.870], [-0.749, 1.265, 3.534], [-1.976, 1.046, 3.058], [-1.094, 2.210, 6.670], [-2.391, 1.666, 5.615], [-1.763, 3.329, 5.471], [1.248, 1.411, 5.841], [1.290, 2.929, 4.896], [-2.023, 0.736, 2.095], [-2.743, 1.604, 3.392]],
  "de_lowest_ev": 0.0000,
  "e_tot_ev": -84937.59341,
  "homo_lumo_gap_ha": [0.260, 0.260],
  "total_charge": 0
}